{"formula": "C45H90F9N3O11", "method": "ωB97M-V/def2-TZVPD", "species": ["C", "C", "N", "C", "C", "C", "C", "H", "H", "H", "H", "H", "H", "H", "H", "H", "H", "H", "H", "H", "H", "H", "C", "C", "N", "C", "C", "C", "C", "H", "H", "H", "H", "H", "H", "H", "H", "H", "H", "H", "H", "H", "H", "H", "C", "C", "N", "C", "C", "C", "C", "H", "H", "H", "H", "H", "H", "H", "H", "H", "H", "H", "H", "H", "H", "H", "C", "C", "O", "C", "O", "C", "F", "F", "F", "H", "H", "H", "H", "H", "C", "C", "O", "C", "O", "C", "F", "F", "F", "H", "H", "H", "H", "H", "C", "C", "O", "C", "O", "C", "F", "F", "F", "H", "H", "H", "H", "H", "C", "C", "O", "C", "H", "H", "H", "H", "H", "H", "C", "C", "O", "C", "H", "H", "H", "H", "H", "H", "C", "C", "O", "C", "H", "H", "H", "H", "H", "H", "C", "C", "O", "C", "H", "H", "H", "H", "H", "H", "C", "C", "O", "C", "H", "H", "H", "H", "H", "H"], "xyz": [[14.806, 9.340, 6.015], [13.699, 10.447, 6.044], [13.267, 10.847, 7.445], [14.382, 11.346, 8.260], [15.372, 12.314, 7.651], [12.125, 11.799, 7.431], [10.950, 11.380, 6.541], [14.937, 8.880, 5.036], [14.424, 8.608, 6.727], [15.809, 9.628, 6.330], [13.989, 11.296, 5.425], [12.832, 10.045, 5.519], [14.127, 11.680, 9.266], [14.888, 10.418, 8.524], [15.927, 11.889, 6.814], [14.789, 13.196, 7.385], [16.149, 12.506, 8.391], [12.594, 12.743, 7.153], [11.718, 11.997, 8.423], [10.175, 12.144, 6.477], [10.657, 10.361, 6.795], [11.181, 11.180, 5.495], [22.710, 14.900, -0.857], [21.174, 15.124, -0.761], [20.650, 16.122, -1.729], [19.254, 16.542, -1.562], [18.846, 17.775, -2.410], [20.992, 15.814, -3.125], [20.116, 14.698, -3.727], [22.951, 14.182, -0.074], [23.232, 15.836, -0.660], [22.982, 14.409, -1.791], [20.695, 14.146, -0.802], [21.045, 15.680, 0.167], [18.512, 15.744, -1.596], [19.225, 17.002, -0.574], [17.821, 18.057, -2.166], [19.477, 18.622, -2.141], [18.811, 17.609, -3.487], [22.060, 15.621, -3.224], [20.844, 16.747, -3.670], [20.410, 14.565, -4.768], [19.070, 14.950, -3.550], [20.387, 13.768, -3.227], [12.272, 10.123, 1.093], [10.986, 9.853, 1.825], [10.468, 8.487, 1.830], [9.964, 8.202, 0.462], [9.051, 6.984, 0.438], [11.471, 7.478, 2.229], [11.946, 7.808, 3.707], [13.107, 9.650, 1.609], [12.422, 11.196, 0.974], [12.282, 9.675, 0.100], [11.119, 10.166, 2.861], [10.211, 10.548, 1.500], [9.454, 9.104, 0.126], [10.751, 7.954, -0.250], [8.261, 7.097, 1.181], [8.493, 6.856, -0.489], [9.539, 6.041, 0.687], [12.311, 7.392, 1.539], [10.976, 6.508, 2.245], [11.109, 7.879, 4.402], [12.516, 8.733, 3.790], [12.596, 6.980, 3.990], [22.592, 10.675, -2.356], [22.966, 10.219, -3.744], [22.268, 10.983, -4.727], [20.965, 10.798, -5.018], [20.231, 9.949, -4.478], [20.421, 11.588, -6.218], [21.350, 12.348, -6.771], [19.969, 10.678, -7.077], [19.359, 12.315, -5.821], [21.532, 10.519, -2.156], [22.729, 11.754, -2.282], [23.162, 10.321, -1.498], [22.921, 9.145, -3.924], [24.009, 10.444, -3.966], [18.541, 11.572, -1.953], [17.113, 11.328, -1.412], [17.221, 10.644, -0.175], [16.140, 9.900, 0.260], [15.014, 9.804, -0.340], [16.383, 9.152, 1.572], [15.658, 7.981, 1.536], [17.655, 8.876, 1.717], [15.968, 9.909, 2.568], [18.545, 11.952, -2.975], [19.050, 10.608, -1.967], [19.113, 12.252, -1.322], [16.599, 10.692, -2.133], [16.591, 12.282, -1.342], [14.750, 2.922, -4.236], [15.181, 2.898, -2.745], [15.032, 4.163, -2.133], [13.878, 4.568, -1.610], [12.810, 3.896, -1.700], [13.980, 5.776, -0.670], [14.065, 5.314, 0.552], [15.048, 6.551, -0.866], [12.869, 6.550, -0.713], [14.783, 1.967, -4.761], [15.449, 3.547, -4.792], [13.790, 3.416, -4.385], [16.214, 2.586, -2.593], [14.520, 2.160, -2.291], [15.763, 12.272, -6.177], [15.671, 10.836, -5.634], [15.547, 10.691, -4.427], [15.574, 9.631, -6.541], [16.453, 12.344, -7.018], [15.997, 13.003, -5.404], [14.764, 12.454, -6.574], [15.644, 8.694, -5.988], [16.494, 9.709, -7.119], [14.700, 9.695, -7.189], [19.154, 14.394, 3.264], [18.114, 14.637, 2.147], [17.434, 15.637, 2.144], [17.790, 13.577, 1.198], [20.195, 14.562, 2.990], [18.948, 13.379, 3.606], [18.989, 15.088, 4.089], [17.529, 13.981, 0.220], [16.891, 13.148, 1.641], [18.557, 12.807, 1.107], [13.174, 11.568, -2.675], [12.781, 12.439, -1.466], [11.608, 12.638, -1.187], [13.889, 13.000, -0.589], [12.354, 11.352, -3.360], [13.590, 10.614, -2.353], [13.907, 12.120, -3.263], [13.450, 13.435, 0.308], [14.490, 13.816, -0.989], [14.491, 12.159, -0.245], [20.525, 10.577, 2.207], [21.803, 11.355, 1.895], [21.806, 12.129, 0.906], [23.038, 11.157, 2.776], [19.863, 10.636, 1.343], [20.091, 11.081, 3.070], [20.637, 9.504, 2.363], [22.974, 11.733, 3.699], [23.934, 11.425, 2.217], [23.147, 10.143, 3.159], [19.500, 6.734, -4.826], [18.110, 6.868, -4.260], [17.185, 6.059, -4.407], [17.917, 8.036, -3.279], [19.633, 7.591, -5.486], [19.667, 5.791, -5.346], [20.367, 6.776, -4.167], [16.886, 8.385, -3.222], [18.406, 8.935, -3.654], [18.358, 7.841, -2.302]], "lowdin_charge": [-0.0752, -0.2192, -0.1722, -0.2879, -0.0939, -0.2507, -0.0916, 0.0582, 0.0717, 0.0556, 0.1107, 0.0675, 0.1096, 0.0966, 0.0603, 0.0690, 0.0712, 0.0970, 0.1047, 0.0726, 0.0780, 0.0461, -0.0862, -0.2271, -0.1914, -0.2535, -0.0911, -0.2514, -0.0674, 0.0463, 0.0739, 0.0508, 0.0906, 0.1089, 0.1009, 0.1076, 0.0688, 0.0746, 0.0578, 0.0954, 0.0934, 0.0631, 0.0705, 0.0553, -0.0727, -0.2753, -0.1668, -0.2562, -0.1038, -0.2148, -0.0688, 0.0626, 0.0656, 0.0744, 0.0884, 0.1087, 0.1140, 0.0947, 0.0652, 0.0634, 0.0587, 0.0924, 0.0987, 0.0696, 0.0347, 0.0650, -0.0491, -0.2000, 0.0208, -0.3017, 0.1011, -0.5604, 0.1857, 0.1712, 0.1532, 0.0697, 0.0731, 0.0832, 0.1251, 0.1215, -0.0591, -0.2452, -0.0917, -0.4529, -0.0985, -0.6155, 0.0828, 0.1379, 0.1266, 0.0583, 0.0536, 0.0478, 0.0903, 0.0921, -0.0536, -0.1964, 0.0294, -0.3034, 0.0916, -0.5588, 0.1906, 0.1777, 0.1448, 0.0720, 0.0628, 0.0772, 0.1252, 0.1145, -0.0153, -0.4610, 0.0414, -0.0083, 0.0676, 0.0818, 0.0809, 0.0823, 0.0752, 0.0850, -0.0088, -0.5055, 0.0498, -0.0208, 0.0721, 0.0689, 0.0725, 0.0825, 0.1096, 0.0704, -0.0197, -0.4645, 0.0240, -0.0341, 0.0725, 0.0721, 0.0576, 0.0751, 0.0765, 0.0588, -0.0146, -0.4221, 0.0090, -0.0240, 0.0706, 0.0828, 0.0836, 0.0808, 0.0773, 0.0739, -0.0331, -0.4438, 0.0317, -0.0126, 0.0692, 0.0748, 0.0814, 0.0789, 0.0398, 0.0984], "multiplicity": 2, "total_energy_ha": -3659.2071, "charge": -1}